Entry 1:
Molecular formula: C42H40AlN4OP2S2Te
Method: DFT, ωB97M-V with the def2-TZVPD basis set

ORCA input file:
```
! RIJCOSX wB97M-V def2-TZVPD def2/J DEFGRID3
* xyz 1 1
Al 1.37 -0.89 0.44
S 3.78 -0.97 0.65
C 3.11 -0.81 2.19
N 1.78 -0.78 2.36
C 1.44 -0.67 3.69
C 0.16 -0.66 4.23
C 0.01 -0.58 5.60
C 1.11 -0.50 6.44
C 2.39 -0.51 5.93
C 2.55 -0.60 4.55
S 4.04 -0.69 3.64
H -0.69 -0.73 3.56
H -0.98 -0.57 6.02
H 0.97 -0.44 7.51
H 3.25 -0.46 6.58
Te -1.16 2.47 1.76
C -2.51 3.58 0.50
C -3.79 3.13 0.24
C -4.58 3.85 -0.65
N -4.17 4.94 -1.27
C -2.93 5.35 -1.03
C -2.06 4.71 -0.16
C -0.50 1.62 -0.13
P -0.86 -0.13 -0.27
C -0.81 -0.31 -2.08
C 0.05 -1.21 -2.69
C 0.13 -1.27 -4.07
C -0.66 -0.45 -4.85
C -1.53 0.45 -4.25
C -1.60 0.53 -2.87
C -2.61 -0.48 0.11
C -3.02 -0.42 1.45
C -4.35 -0.57 1.78
C -5.29 -0.82 0.79
C -4.87 -0.98 -0.52
C -3.54 -0.81 -0.86
P 1.28 1.49 -0.23
C 1.97 3.06 0.38
C 2.10 4.16 -0.46
C 2.42 5.40 0.08
C 2.64 5.54 1.44
C 2.56 4.43 2.26
C 2.22 3.19 1.74
C 1.60 1.58 -2.03
C 0.84 2.42 -2.83
C 1.11 2.52 -4.18
C 2.15 1.78 -4.73
C 2.90 0.93 -3.94
C 2.63 0.83 -2.59
H -4.18 2.24 0.72
H -5.59 3.54 -0.87
H -2.64 6.26 -1.55
H -1.06 5.09 0.00
H 0.67 -1.86 -2.07
H 0.81 -1.97 -4.55
H -0.61 -0.51 -5.92
H -2.14 1.09 -4.86
H -2.26 1.24 -2.39
H -2.29 -0.25 2.23
H -4.66 -0.48 2.81
H -6.33 -0.91 1.04
H -5.60 -1.21 -1.29
H -3.25 -0.94 -1.89
H 1.93 4.07 -1.52
H 2.48 6.26 -0.57
H 2.88 6.50 1.85
H 2.75 4.52 3.32
H 2.14 2.33 2.38
H 0.03 2.98 -2.38
H 0.53 3.18 -4.80
H 2.37 1.87 -5.79
H 3.70 0.35 -4.38
H 3.23 0.19 -1.95
C -1.24 -3.48 1.02
N -0.25 -4.34 0.40
C -0.80 -5.53 -0.23
C 1.00 -3.91 0.22
O 1.23 -2.64 0.33
N 2.01 -4.74 -0.05
C 2.04 -6.14 0.30
C 3.30 -4.25 -0.49
H -1.86 -4.08 1.68
H -1.88 -3.00 0.27
H -0.74 -2.70 1.60
H -1.70 -5.24 -0.78
H -1.09 -6.27 0.52
H -0.10 -5.97 -0.92
H 1.23 -6.39 0.98
H 2.98 -6.35 0.81
H 1.99 -6.77 -0.59
H 3.24 -3.23 -0.85
H 3.65 -4.89 -1.30
H 4.02 -4.28 0.32
*
```

For the highest occupied orbital energy, the calculation gives -9.4 eV. The value obtained for the LUMO energy is -2.41 eV. As for the gap between HOMO and LUMO: 7.001 eV. Its energy above the lowest of the compared OMol25 structures with the same formula, charge and spin is 48.33 kcal per mole. As for the largest force on an atom: 0.0357 hartree/bohr.

Atom charges from the Löwdin analysis, given in e for atoms 1 to 6: -0.094, 0.768, -1.068, -0.012, -0.282, -0.014

=====

Entry 2:
Molecular formula: C31H36N9O5S2SeZr
Method: DFT, ωB97M-V with the def2-TZVPD basis set

ORCA input file:
```
! RIJCOSX wB97M-V def2-TZVPD def2/J DEFGRID3
* xyz 1 1
Zr -0.38 0.07 -1.17
O -2.09 -1.47 -1.36
C -3.25 -1.09 -2.14
C -3.54 0.34 -1.86
N -2.67 0.91 -0.85
C -2.96 0.40 0.52
C -1.83 0.02 1.49
O -1.90 -0.13 2.70
O -0.65 -0.23 0.85
C -2.72 2.40 -0.92
C -1.31 2.98 -0.61
O -1.14 4.05 0.00
O -0.39 2.18 -1.09
H -2.11 -2.50 -1.20
H -3.04 -1.25 -3.20
H -4.07 -1.82 -1.95
H -3.48 0.88 -2.81
H -4.58 0.44 -1.62
H -3.71 1.01 1.00
H -3.50 -0.54 0.29
H -2.98 2.67 -1.96
H -3.48 2.67 -0.17
N 2.95 -2.40 -0.01
C 2.00 -1.78 -0.74
S 2.10 -0.02 -0.52
N 1.25 -2.43 -1.59
N 0.46 -1.55 -2.32
C 0.41 -1.72 -3.64
C 1.00 -2.87 -4.37
C 0.68 -4.19 -4.07
C 1.36 -5.24 -4.61
C 2.43 -5.01 -5.49
C 2.81 -3.72 -5.76
C 2.05 -2.61 -5.25
C -0.13 -0.54 -4.31
C -0.11 -0.38 -5.72
C -0.46 0.88 -6.25
C -0.53 1.97 -5.40
C -0.41 1.81 -4.02
N -0.39 0.58 -3.52
H 3.64 -1.89 0.50
H 3.29 -3.29 -0.30
H -0.12 -4.40 -3.32
H 1.10 -6.28 -4.46
H 2.94 -5.87 -5.95
H 3.74 -3.51 -6.26
H 2.27 -1.58 -5.52
H 0.29 -1.22 -6.36
H -0.68 1.01 -7.30
H -0.43 2.97 -5.84
H -0.45 2.66 -3.37
C 2.77 3.44 7.40
N 2.27 4.07 6.25
C 1.14 3.76 5.55
Se -0.35 2.81 6.11
N 1.25 4.29 4.30
C 2.53 4.88 4.16
C 3.00 5.79 3.23
C 4.02 6.65 3.58
C 4.62 6.54 4.85
C 4.21 5.62 5.80
C 3.17 4.76 5.42
H 2.23 2.53 7.70
H 2.74 4.13 8.27
H 3.83 3.11 7.36
H 0.47 4.32 3.66
H 2.33 5.87 2.36
H 4.41 7.40 2.88
H 5.38 7.21 5.22
H 4.73 5.56 6.77
C -0.16 -3.67 1.46
N -1.58 -3.55 1.75
C -2.08 -3.36 3.14
C -3.59 -3.54 3.06
N -3.78 -3.63 1.62
C -2.64 -3.77 0.94
S -2.58 -4.26 -0.67
H 0.09 -4.71 1.24
H 0.35 -3.32 2.41
H 0.14 -2.99 0.68
H -1.87 -2.35 3.39
H -1.56 -4.02 3.82
H -4.17 -2.69 3.44
H -3.94 -4.48 3.53
H -4.64 -3.78 1.13
*
```

For the highest occupied orbital energy, the calculation gives -8.5 eV. The value obtained for the LUMO energy is -4.45 eV. As for the gap between HOMO and LUMO: 4.088 eV. Its energy above the lowest of the compared OMol25 structures with the same formula, charge and spin is 8.84 kcal per mole. As for the largest force on an atom: 0.0776 hartree/bohr.

Atom charges from the Löwdin analysis, given in e for atoms 1 to 6: 1.682, -0.308, -0.194, -0.192, -0.239, -0.050

=====

Entry 3:
Molecular formula: C44H43N4O4S2Sn
Method: DFT, ωB97M-V with the def2-TZVPD basis set

ORCA input file:
```
! RIJCOSX wB97M-V def2-TZVPD def2/J DEFGRID3
* xyz 1 1
Sn -1.01 0.44 -0.92
C 0.62 4.18 6.17
C 0.64 3.08 5.15
C 1.85 2.65 4.61
C 1.89 1.63 3.67
C 0.70 1.04 3.27
C -0.52 1.45 3.79
C -0.54 2.47 4.72
S 0.76 -0.22 2.02
O -0.59 -0.11 1.32
C 0.64 -1.71 3.00
C 0.25 -1.70 4.36
C 0.16 -2.89 5.03
C 0.46 -4.11 4.39
C 0.37 -5.35 5.09
C 0.67 -6.52 4.46
C 1.08 -6.52 3.10
C 1.16 -5.35 2.41
C 0.85 -4.11 3.03
C 0.93 -2.87 2.34
C 1.34 -2.88 0.90
C 2.73 -2.92 0.56
C 3.74 -2.86 1.55
C 5.06 -2.91 1.19
C 5.43 -3.03 -0.16
C 4.47 -3.09 -1.13
C 3.10 -3.03 -0.80
C 2.10 -3.06 -1.80
C 0.78 -2.99 -1.47
C 0.41 -2.91 -0.11
S -1.34 -2.79 0.28
O -1.88 -1.79 -0.73
C -1.87 -4.37 -0.32
C -2.23 -4.56 -1.65
C -2.63 -5.82 -2.06
C -2.67 -6.89 -1.17
C -3.10 -8.26 -1.63
C -2.32 -6.67 0.16
C -1.93 -5.42 0.59
H 1.25 5.02 5.86
H 1.00 3.83 7.12
H -0.39 4.56 6.33
H 2.77 3.12 4.92
H 2.83 1.31 3.24
H -1.44 0.97 3.45
H -1.49 2.81 5.13
H 0.04 -0.77 4.87
H -0.13 -2.89 6.08
H 0.07 -5.34 6.13
H 0.61 -7.45 4.99
H 1.32 -7.45 2.62
H 1.46 -5.35 1.37
H 3.46 -2.78 2.59
H 5.83 -2.86 1.95
H 6.48 -3.06 -0.43
H 4.75 -3.16 -2.18
H 2.40 -3.13 -2.84
H 0.01 -2.98 -2.23
H -2.23 -3.72 -2.33
H -2.92 -5.97 -3.09
H -3.36 -8.26 -2.69
H -3.97 -8.60 -1.06
H -2.30 -8.98 -1.47
H -2.37 -7.49 0.87
H -1.69 -5.25 1.64
O 0.02 0.06 -2.95
N 1.29 0.01 -2.99
N 1.85 0.19 -1.86
O 1.14 0.37 -0.75
C 3.28 0.16 -1.75
C 4.06 -0.02 -2.88
C 5.44 -0.05 -2.73
C 6.02 0.10 -1.48
C 5.22 0.28 -0.37
C 3.84 0.31 -0.49
H 3.60 -0.12 -3.85
H 6.06 -0.19 -3.61
H 7.10 0.07 -1.38
H 5.66 0.39 0.61
H 3.19 0.44 0.37
C -1.90 4.86 -0.42
C -1.43 4.21 0.87
C -2.12 4.85 2.08
C 0.08 4.33 1.01
N -1.69 2.75 0.80
N -3.04 2.32 0.71
H -1.57 5.90 -0.46
H -2.99 4.86 -0.51
H -1.48 4.34 -1.29
H -1.86 5.91 2.14
H -1.79 4.37 3.01
H -3.20 4.79 2.01
H 0.38 5.37 1.08
H 0.59 3.88 0.15
H 0.43 3.82 1.92
H -1.31 2.32 1.64
H -3.39 2.55 -0.21
H -3.63 2.78 1.39
*
```

For the highest occupied orbital energy, the calculation gives -10.7 eV. The value obtained for the LUMO energy is -2.54 eV. As for the gap between HOMO and LUMO: 8.176 eV. Its energy above the lowest of the compared OMol25 structures with the same formula, charge and spin is 4.21 kcal per mole. As for the largest force on an atom: 0.0109 hartree/bohr.

Atom charges from the Löwdin analysis, given in e for atoms 1 to 6: 1.442, -0.035, -0.255, -0.022, -0.059, -0.404

=====

Entry 4:
Molecular formula: C20H36AsCaN3O3PSi2
Method: DFT, ωB97M-V with the def2-TZVPD basis set

ORCA input file:
```
! RIJCOSX wB97M-V def2-TZVPD def2/J DEFGRID3
* xyz 1 1
Ca -0.49 0.04 0.34
C -5.78 2.56 -0.14
C -5.02 1.80 0.73
C -3.80 1.30 0.32
C -3.36 1.54 -0.98
C -4.13 2.31 -1.86
C -5.33 2.82 -1.43
N -2.12 0.97 -1.36
N -1.84 1.03 -2.56
C -0.61 0.45 -2.95
C -0.35 0.43 -4.31
C 0.83 -0.13 -4.76
C 1.72 -0.64 -3.83
C 1.39 -0.56 -2.49
N 0.25 -0.03 -2.05
H -6.73 2.96 0.19
H -5.37 1.61 1.74
H -3.18 0.75 1.02
H -3.77 2.50 -2.86
H -5.93 3.43 -2.10
H -1.09 0.85 -4.99
H 1.05 -0.17 -5.82
H 2.66 -1.08 -4.13
H 2.07 -0.94 -1.73
C 2.53 -1.04 3.99
O 1.80 -1.84 3.03
P 1.99 -1.55 1.47
O 2.90 -2.81 1.05
C 3.90 -2.68 0.03
O 0.50 -2.07 0.97
C -0.03 -3.37 1.36
H 2.36 -1.50 4.96
H 2.15 -0.02 3.98
H 3.60 -1.06 3.78
H 4.83 -3.09 0.42
H 4.06 -1.63 -0.24
H 3.60 -3.25 -0.85
H 0.49 -4.14 0.80
H -1.09 -3.38 1.12
H 0.11 -3.52 2.43
C -1.05 0.41 5.99
Si -1.84 0.58 4.30
C -2.31 -1.15 3.72
C -3.39 1.61 4.48
As -0.32 1.42 2.76
Si -0.68 3.70 2.53
C -0.36 4.59 4.15
C 0.56 4.27 1.24
C -2.38 4.19 1.92
H -1.75 -0.02 6.70
H -0.74 1.39 6.37
H -0.16 -0.22 5.95
H -2.98 -1.64 4.43
H -1.42 -1.78 3.62
H -2.83 -1.13 2.75
H -4.07 1.17 5.21
H -3.92 1.70 3.53
H -3.15 2.62 4.82
H 0.65 4.38 4.52
H -1.07 4.27 4.92
H -0.46 5.67 4.02
H 1.59 4.02 1.52
H 0.50 5.35 1.11
H 0.36 3.81 0.27
H -3.18 3.81 2.57
H -2.57 3.82 0.91
H -2.46 5.28 1.90
*
```

For the highest occupied orbital energy, the calculation gives -9.2 eV. The value obtained for the LUMO energy is -4.47 eV. As for the gap between HOMO and LUMO: 4.748 eV. Its energy above the lowest of the compared OMol25 structures with the same formula, charge and spin is 7.56 kcal per mole. As for the largest force on an atom: 0.0076 hartree/bohr.

Atom charges from the natural (NBO) analysis, given in e for atoms 1 to 6: 1.719, -0.153, -0.199, -0.202, 0.121, -0.200